Below is a structure of composition C25H25Cl2F4N5O3Ru, with properties calculated with the ωB97M-V functional and the def2-TZVPD basis.

Relative energy (zero: lowest compared OMol25 entry of this formula, charge and spin)   1.4 kJ/mol
HOMO-LUMO gap (alpha / beta)   0.2716 / 0.1213 hartree
Total energy   -78404.0882 eV
Charge   +2
Lowest unoccupied orbital energy (alpha / beta)   -5.994 / -10.171 eV
HOMO (alpha / beta)   -13.384 / -13.472 eV
Multiplicity   5

Geometry (Å):
Ru -1.48793 -0.08634 0.52607
C 0.53277 -2.16694 -0.44484
N 0.00329 -1.54866 0.79895
C 1.13942 -0.91129 1.52431
C -0.61672 -2.60181 1.65804
C -1.29590 -1.96087 2.85163
N -2.11122 -0.86756 2.30739
C -3.10699 -0.28483 2.98521
C -4.18861 0.29614 2.25475
F -4.23391 0.09977 0.92780
C -5.21638 0.94038 2.89035
F -6.21546 1.43676 2.18345
C -5.22839 1.03911 4.28320
C -4.20312 0.46413 5.02672
F -4.20699 0.56261 6.34328
C -3.16732 -0.19905 4.40837
F -2.17609 -0.70560 5.12957
H 1.27165 -2.92250 -0.17036
H 1.01653 -1.40741 -1.05420
H -0.27985 -2.63814 -0.99734
H 1.83958 -1.69804 1.81177
H 0.79066 -0.37359 2.40172
H 1.63470 -0.21444 0.85483
H 0.16017 -3.30671 1.96588
H -1.34538 -3.14299 1.04938
H -0.58693 -1.60270 3.60029
H -1.94628 -2.69084 3.33933
H -6.04140 1.54817 4.78480
C 4.41397 -3.41413 -1.85828
C 3.95290 -1.98122 -1.85782
C 3.21196 -1.45656 -2.91193
C 2.83385 -0.11879 -2.95161
C 3.19933 0.73001 -1.91524
N 2.89044 2.11586 -1.88574
C 2.32217 2.87873 -2.88000
O 2.68822 3.98417 -3.16338
N 1.24513 2.29859 -3.59193
C 0.21619 1.50430 -3.13361
C -0.75838 1.07370 -4.03975
C -1.81294 0.28764 -3.62182
C -1.90239 -0.05642 -2.28923
N -0.97189 0.36038 -1.41435
C 0.06542 1.11291 -1.79941
C 3.93173 0.22046 -0.84411
C 4.30472 -1.11274 -0.82414
H 3.78343 -4.03522 -2.49280
H 4.41376 -3.83407 -0.85218
H 5.43370 -3.48937 -2.23819
H 2.94616 -2.09426 -3.74577
H 2.31616 0.25552 -3.82452
H 3.54788 2.67641 -1.35382
H 1.06708 2.80897 -4.44841
H -0.68018 1.36039 -5.08091
H -2.56528 -0.04697 -4.32052
H -2.71336 -0.66300 -1.89959
H 0.75220 1.43231 -1.02849
H 4.24639 0.88136 -0.04430
H 4.90604 -1.47678 0.00057
Cl -1.57910 3.98679 3.08348
C -1.19889 3.86717 1.35421
Cl 0.31125 4.64278 0.92053
C -1.15403 2.39016 1.05316
O -0.16859 1.67242 1.28129
O -2.21887 1.84372 0.57477
H -2.01006 4.33802 0.80347

Cartesian forces, eV/Å:
-0.0943 -1.5167 0.7502
-0.1321 -0.0462 0.5281
0.2129 -0.3159 -0.2623
-0.1921 -0.3030 -0.1368
0.2240 -0.0075 -0.0244
-0.5149 0.1421 -0.1707
1.2169 0.5388 -0.9651
-1.2994 0.4063 1.1346
0.6289 -0.4073 0.3237
0.0358 0.0515 0.0221
0.0944 -0.0548 0.7549
-0.1699 0.1063 -0.1587
0.1002 -0.0707 -0.1847
-0.3089 0.1942 -0.4483
0.0030 0.0122 0.2414
-0.1946 0.0342 -0.9850
0.1850 -0.0889 0.1755
0.0533 -0.1449 -0.0742
-0.1053 0.0310 -0.0235
0.0598 0.0425 -0.0191
0.1025 -0.0050 0.0836
0.0329 0.0071 -0.0837
-0.0269 0.1181 0.0329
-0.0198 -0.0572 0.0774
0.0223 0.0872 0.0386
-0.0031 0.0289 -0.0625
0.1040 -0.0129 0.0639
0.0227 -0.0128 -0.0192
-0.5585 0.3469 0.0862
0.5449 -1.1788 0.0372
-0.8714 1.3144 -0.9974
-0.2104 -1.8917 -1.3283
-0.7373 3.1410 0.0697
1.8443 -2.8087 0.6656
-2.3716 0.7338 -2.2997
0.5979 -0.4116 0.5586
1.2774 0.6230 0.1652
-0.9188 -0.6790 0.4827
0.2021 0.0594 -0.0890
0.0049 0.0154 -0.0844
0.5582 0.2318 0.0466
-0.2180 0.3045 -0.4438
-0.2565 -0.0046 -0.4748
1.1772 -1.2149 1.1148
0.1401 1.5021 0.9232
0.0221 0.0531 -0.0619
0.0771 0.0886 0.0372
0.1481 0.1189 -0.0426
0.0020 0.0166 0.0012
0.0584 -0.0507 0.1323
-0.1076 0.0653 0.4124
-0.0147 0.0997 0.1283
-0.0136 0.0264 -0.0398
-0.0157 0.0174 -0.0313
0.0114 0.0897 -0.0261
-0.2088 0.0044 0.1391
-0.0539 -0.0397 0.0228
-0.0535 0.0121 -0.0008
0.0660 0.0953 -0.0210
-0.3616 -0.0661 0.0470
0.1883 0.1154 -0.0310
-1.0357 -0.6578 -0.3999
0.7005 0.2770 0.2688
0.2510 0.9255 0.3643
0.0985 -0.0306 0.0595

Results of the Mulliken charge analysis, in e, for atoms 1 through 6: Ru 0.229; C -0.826; N 0.747; C -0.858; C -0.848; C -0.939